one.
Computed, not measured: a structure of composition C5H14NO2, with ωB97M-V/def2-TZVPD.

```
22
Properties=species:S:1:pos:R:3:lowdin_charge:R:1
C -0.451 -1.741 -1.019 -0.3080
N 0.766 -0.966 -0.815 -0.0889
C 0.501 0.477 -0.807 -0.2493
C 1.469 1.236 0.084 -0.1845
C 0.648 2.109 1.123 -0.3829
O -0.265 1.325 1.802 -0.2694
C -0.164 -3.245 -0.971 -0.1128
H -1.273 -1.479 -0.340 0.1127
H -0.869 -1.503 -1.991 0.0975
H 1.130 -1.248 0.083 0.0904
H 0.417 0.851 -1.829 0.1074
H -0.467 0.643 -0.303 0.1003
H 2.013 0.604 0.770 0.0862
H 2.133 1.943 -0.389 0.0809
H 1.351 2.527 1.851 0.0865
H 0.126 2.837 0.504 0.0946
H -0.559 -3.790 -1.833 0.0535
H 0.878 -3.519 -0.805 0.0579
H -0.686 -3.750 -0.137 0.0607
H -2.707 2.912 1.921 -0.0704
H -1.432 1.693 1.641 -0.0356
O -2.558 2.083 1.460 -0.3266
```

Lowest unoccupied orbital energy in Ha: 0.137
Net charge: -1

=====

two.
Computed, not measured: a cluster of 2 separate species, C5H14NO2 in total, with ωB97M-V/def2-TZVPD.

```
22
Properties=species:S:1:pos:R:3:lowdin_charge:R:1
C -0.787 -0.304 2.249 -0.4449
O -0.487 -1.584 2.260 -0.3238
C -1.030 0.322 0.624 -0.2892
C -0.543 -0.713 -0.467 -0.4109
C 0.850 -1.295 -0.632 -0.0998
C -1.005 -0.255 -1.799 -0.1263
N -0.391 1.643 0.587 0.0166
H -1.525 0.046 2.838 0.0179
H 0.162 0.435 2.436 0.0791
H -2.068 0.511 0.694 0.0830
H -1.155 -1.710 -0.226 0.1627
H 1.458 -0.811 -1.510 0.0983
H 1.386 -1.021 0.312 0.0903
H 0.935 -2.331 -0.692 0.0477
H -2.054 -0.156 -1.769 0.0610
H -0.680 -1.075 -2.440 0.0734
H -0.495 0.613 -2.128 0.0586
H 0.141 1.682 -0.252 0.0150
H 0.177 1.947 1.268 -0.0243
H 2.364 2.099 -0.176 0.0122
H 2.065 0.633 -0.575 -0.0615
O 2.684 1.324 -0.601 -0.0351
```

Lowest unoccupied orbital energy in Ha: 0.138
Net charge: -1

=====

three.
Computed, not measured: a structure of composition C5H14NO2, with ωB97M-V/def2-TZVPD.

```
22
Properties=species:S:1:pos:R:3:lowdin_charge:R:1
C -0.244 -1.546 -1.456 -0.4047
O 0.851 -1.896 -2.187 -0.2197
C -0.214 -0.204 -0.658 -0.2392
C -1.385 -0.100 0.312 -0.2107
C -1.679 1.307 0.853 -0.2688
C 0.520 1.594 1.967 -0.1164
N -0.913 1.917 1.941 -0.1335
H -1.155 -1.439 -2.073 0.0908
H -0.482 -2.318 -0.690 0.0971
H -0.237 0.544 -1.469 0.1141
H 0.801 -0.050 -0.284 0.0544
H -2.227 -0.298 -0.357 0.0986
H -1.310 -0.880 1.074 0.1114
H -2.738 1.336 1.147 0.0956
H -1.700 2.005 -0.003 0.1037
H 0.886 1.239 1.006 0.0625
H 0.793 1.037 2.872 0.0735
H 1.034 2.549 2.155 0.0575
H -1.379 1.719 2.809 0.0759
H 1.816 -1.588 -1.601 -0.0197
H 3.131 -0.594 -1.499 -0.0723
O 2.645 -1.040 -0.808 -0.3502
```

Lowest unoccupied orbital energy in Ha: 0.134
Net charge: -1

=====

The structure with the least stability is two.

=====

one.
Computed, not measured: a cluster of 2 separate species, C5H14NO2 in total, with ωB97M-V/def2-TZVPD.

```
22
Properties=species:S:1:pos:R:3:lowdin_charge:R:1
C 0.449 2.052 -0.278 -0.5399
O -0.477 2.852 -0.665 -0.2935
C 0.282 0.766 -1.227 -0.2018
C 0.699 -0.586 -0.603 -0.2317
C -0.506 -1.505 -0.179 -0.1874
C -0.126 -3.310 1.529 -0.1842
N -0.299 -2.995 0.098 -0.1243
H 1.537 2.470 -0.204 0.0961
H 0.284 1.640 0.789 0.0846
H 0.958 0.989 -2.119 0.0983
H -0.884 0.667 -1.506 0.1325
H 1.400 -1.100 -1.279 0.0916
H 1.255 -0.246 0.175 0.0412
H -1.343 -1.600 -0.832 0.0778
H -0.913 -1.019 0.770 0.1275
H 0.578 -2.686 2.144 0.0692
H 0.095 -4.397 1.619 0.0646
H -1.070 -3.120 2.154 0.0767
H 0.293 -3.502 -0.432 0.0280
H -0.109 5.297 0.207 -0.0788
H -1.117 4.156 -0.202 0.0171
O -0.984 5.178 0.040 -0.1636
```

Lowest unoccupied orbital energy in Ha: 0.124
Net charge: -1

=====

two.
Computed, not measured: a cluster of 2 separate species, C5H14NO2 in total, with ωB97M-V/def2-TZVPD.

```
22
Properties=species:S:1:pos:R:3:lowdin_charge:R:1
C 1.351 -1.517 0.310 -0.3031
N 1.309 -0.047 0.432 -0.0777
C 1.250 0.645 -0.852 -0.2666
C 0.168 1.755 -0.985 -0.2055
C -1.314 1.315 -0.859 -0.4766
O -1.609 0.346 0.053 -0.3549
C 0.001 -2.150 0.145 -0.1321
H 2.021 -1.821 -0.498 0.0935
H 1.841 -1.876 1.228 0.0905
H 0.436 0.183 0.887 0.0551
H 2.188 1.216 -0.951 0.0843
H 1.224 -0.008 -1.739 0.1059
H 0.420 2.574 -0.291 0.0909
H 0.368 2.138 -1.994 0.0836
H -1.826 2.267 -0.527 0.0805
H -1.616 1.017 -1.882 0.0746
H -0.676 -1.523 -0.487 0.0644
H -0.044 -3.169 -0.252 0.0538
H -0.659 -2.155 1.013 0.0620
H -1.047 -0.103 2.088 -0.0227
H -2.149 0.790 2.340 0.0176
O -1.636 0.124 2.824 -0.1175
```

Lowest unoccupied orbital energy in Ha: 0.151
Net charge: -1

=====

three.
Computed, not measured: a cluster of 2 separate species, C5H14NO2 in total, with ωB97M-V/def2-TZVPD.

```
22
Properties=species:S:1:pos:R:3:lowdin_charge:R:1
C 0.597 0.154 -0.244 -0.3052
N 0.770 -0.750 0.844 -0.0613
C 0.427 -2.186 0.462 -0.4821
O 1.089 -2.599 -0.637 -0.3162
C -0.825 0.575 -0.608 -0.2110
C -1.476 1.724 0.201 -0.2552
C -1.752 2.933 -0.695 -0.1491
H 1.123 1.102 -0.115 0.1032
H 1.018 -0.274 -1.187 0.1053
H 1.699 -0.745 1.240 0.0711
H 0.739 -2.776 1.352 0.0799
H -0.671 -2.277 0.405 0.0787
H -1.475 -0.300 -0.663 0.0990
H -0.816 0.895 -1.651 0.0916
H -2.477 1.489 0.591 0.0941
H -0.823 1.988 1.020 0.0925
H -0.871 3.558 -0.838 0.0618
H -2.463 3.633 -0.200 0.0634
H -2.225 2.730 -1.639 0.0550
H 2.784 -2.697 1.541 -0.0227
H 2.472 -2.978 0.027 0.0027
O 3.154 -3.199 0.795 -0.1954
```

Lowest unoccupied orbital energy in Ha: 0.129
Net charge: -1

=====

four.
Computed, not measured: a cluster of 2 separate species, C5H14NO2 in total, with ωB97M-V/def2-TZVPD.

```
22
Properties=species:S:1:pos:R:3:lowdin_charge:R:1
C 0.340 0.719 -0.128 -0.2916
N -0.714 0.738 -1.097 -0.1038
C -1.951 1.530 -0.636 -0.5133
O -1.768 2.857 -0.603 -0.3692
C 1.105 -0.693 -0.235 -0.2449
C 0.721 -1.845 0.658 -0.3126
C 1.380 -3.173 0.190 -0.1309
H 1.068 1.572 -0.339 0.1187
H 0.153 0.769 0.942 0.0987
H -0.399 1.043 -2.085 0.1275
H -2.838 1.399 -1.556 0.1013
H -2.274 1.073 0.361 0.0932
H 2.157 -0.394 -0.161 0.0870
H 0.848 -1.017 -1.302 0.1141
H 0.864 -1.719 1.690 0.0729
H -0.377 -1.755 0.479 0.1170
H 0.688 -3.401 -0.612 0.0477
H 1.493 -3.924 1.071 0.0850
H 2.417 -2.955 -0.332 0.0939
H -0.402 2.577 1.006 -0.0009
H -1.556 3.518 0.997 0.0198
O -0.957 3.083 1.692 -0.2096
```

Lowest unoccupied orbital energy in Ha: 0.130
Net charge: -1

=====

The structure with the least stability is one.

=====

one.
Computed, not measured: an isolated molecule of C7H7NO, with ωB97M-V/def2-TZVPD.

```
16
Properties=species:S:1:pos:R:3:lowdin_charge:R:1
C -0.857 -1.169 0.231 -0.3356
C -1.331 -1.512 1.476 0.2732
C -0.012 1.756 1.936 -0.5842
C -2.215 -1.325 -0.050 0.0414
C 0.052 -0.256 -0.540 -0.0613
C 0.942 1.950 0.742 -0.0022
C 0.882 0.348 0.708 -0.2644
N 0.005 0.454 1.875 0.1263
O -0.560 2.510 2.687 0.0671
H -2.683 -0.528 -0.596 0.1059
H -2.696 -2.301 0.212 0.1080
H 0.705 -0.614 -1.339 0.1197
H -0.448 0.572 -1.010 0.1093
H 0.578 2.524 -0.045 0.0860
H 1.928 2.184 0.938 0.0765
H 1.865 -0.144 0.827 0.1345
```

Lowest unoccupied orbital energy (alpha / beta) in Ha: -0.070 / -0.076
Net charge: 0

=====

two.
Computed, not measured: an isolated molecule of C7H7NO, with ωB97M-V/def2-TZVPD.

```
16
Properties=species:S:1:pos:R:3:lowdin_charge:R:1
N -4.444 0.146 -0.195 0.0883
C -3.325 0.119 0.051 -0.0649
C -1.587 -0.235 0.225 -0.3492
C -1.061 -1.296 -0.771 0.0104
C 0.040 -1.710 -0.155 -0.0118
C 0.331 -0.731 1.008 -0.2027
C 0.704 0.633 0.222 -0.0647
C -0.783 1.091 -0.096 -0.0916
O -1.045 -0.560 1.474 -0.0529
H -1.580 -1.451 -1.679 0.1092
H 0.751 -2.455 -0.445 0.1053
H 0.998 -0.823 1.861 0.1461
H 1.193 0.292 -0.605 0.0637
H 1.230 1.435 0.828 0.1319
H -1.205 1.836 0.490 0.0884
H -0.773 1.432 -1.085 0.0945
```

Lowest unoccupied orbital energy in Ha: 0.026
SMILES: N#C[C@@]12C=C[C@@H](CC1)O2
Net charge: 0

=====

The structure with the least stability is one.